ORCA calculation (ωB97M-V/def2-TZVPD) on a cluster of 12 separate species, C24H63N3O9 in total at a distorted geometry.

Computed properties:
- Energy relative to the best compared isomer or geometry (same formula, charge and spin): 0.000 eV
- Gap between HOMO and LUMO: 10.22 eV
- SMILES string: CC#N.CC#N.CC#N.CCO.CCO.CCO.CCO.CCO.CCO.CCO.CCO.CCO
- Total charge: 0
- Max |F|: 4.71 eV/Å

Last column: Löwdin charge in e.
CARTESIAN COORDINATES (ANGSTROEM)
C 4.04188 -3.73982 0.71197  -0.0630
C 2.98111 -3.09327 1.65045  -0.3179
O 2.57598 -3.95047 2.69956  -0.0790
H 4.96801 -3.80062 1.24052  0.0628
H 4.22806 -3.04915 -0.10196  0.0325
H 3.73986 -4.72912 0.29752  0.0814
H 2.08601 -2.66755 1.10053  0.0893
H 3.52842 -2.20623 1.95929  0.0964
H 2.08706 -3.44548 3.35498  0.0555
C -0.19337 -0.06747 5.59255  -0.0694
C -0.21824 -1.59869 5.31728  -0.2210
O 0.38842 -1.89777 4.00716  -0.1614
H 0.75581 0.35507 5.58697  0.0451
H -0.62201 0.07897 6.58278  0.0761
H -0.84936 0.51576 4.99238  0.0552
H -1.27299 -2.00662 5.39862  0.1113
H 0.56553 -2.04676 5.96076  0.1142
H -0.09734 -2.61546 3.54774  0.0257
C -2.57796 0.49969 -3.76136  -0.0664
C -3.28764 1.82565 -3.65833  -0.2808
O -2.67630 2.44507 -2.50395  -0.1312
H -1.50984 0.71293 -3.77743  0.0655
H -2.81271 -0.06004 -4.63797  0.0733
H -2.92034 -0.04612 -2.90620  0.0479
H -4.34558 1.72507 -3.35900  0.1183
H -3.17766 2.41932 -4.58490  0.1138
H -2.91283 3.36809 -2.60495  0.0466
C -4.54109 -2.32828 2.95886  -0.0965
C -3.62681 -1.56984 3.89803  -0.3339
O -3.85787 -1.90937 5.26336  -0.1086
H -4.23652 -2.42734 1.89463  0.0621
H -5.56889 -1.99210 3.13432  0.0755
H -4.56216 -3.40673 3.29929  0.0870
H -3.91797 -0.47880 3.83616  0.1246
H -2.59066 -1.75467 3.62846  0.0848
H -4.38997 -2.73632 5.35478  0.0969
C -0.88710 -3.95731 -1.91553  -0.0649
C -0.51898 -2.52289 -1.56455  -0.3068
O 0.34536 -2.46945 -0.43653  -0.1115
H -1.39312 -4.33660 -1.04699  0.0633
H 0.01868 -4.53779 -2.04878  0.0654
H -1.57354 -4.04638 -2.76291  0.0833
H -1.34582 -1.84053 -1.36094  0.0733
H -0.02200 -2.04898 -2.42640  0.1012
H 0.29933 -1.64978 0.04234  0.0109
C 0.87016 1.10579 -0.22837  -0.0685
C 1.22037 0.37934 1.04509  -0.3028
O 0.13516 -0.39719 1.50547  -0.0938
H 0.63204 0.30298 -0.89644  0.0711
H 1.82298 1.49635 -0.57216  0.0645
H 0.11840 1.85716 -0.15327  0.0727
H 1.46675 1.14069 1.72340  0.0908
H 2.16342 -0.33121 0.91539  0.1472
H 0.42004 -0.95447 2.26784  0.0719
C -1.86557 5.11990 -1.17024  -0.0975
C -0.96748 6.03724 -0.36910  -0.3214
O 0.35548 6.08280 -0.83132  -0.0680
H -2.13497 5.43073 -2.18181  0.0705
H -2.86573 4.93335 -0.67508  0.0987
H -1.38932 4.16417 -1.30887  0.0391
H -1.00230 5.69512 0.67006  0.1161
H -1.28886 7.05132 -0.36511  0.0992
H 0.84389 5.43115 -0.33707  0.0193
C -0.11191 3.23045 -4.38543  -0.1011
C 0.70885 2.52525 -3.43222  -0.3902
O 1.46061 1.54910 -4.07922  -0.0685
H 0.42364 3.88416 -5.13570  0.1052
H -0.67821 4.00602 -3.73126  0.1037
H -0.82017 2.63825 -4.89875  0.0488
H 0.04952 2.04180 -2.73187  0.0870
H 1.29951 3.29634 -2.97989  0.1042
H 2.08763 1.98635 -4.69824  0.1097
C 3.99910 3.63480 -1.16142  -0.1027
C 3.52189 3.94797 0.20324  -0.2966
O 2.12020 4.20748 0.19029  -0.0983
H 5.07134 3.73671 -1.25017  0.0760
H 3.62296 4.36254 -1.86232  0.0775
H 3.70948 2.63426 -1.53450  0.0730
H 4.04517 4.87777 0.48262  0.1289
H 3.71495 3.06820 0.85122  0.1231
H 1.74841 3.33165 -0.00050  0.0459
C 3.20038 -1.41658 -2.31113  -0.0563
C 3.95545 -2.63323 -2.58719  -0.2870
N 4.45614 -3.65609 -2.71541  0.1376
H 3.71733 -0.69032 -1.68701  0.0814
H 2.44056 -1.86214 -1.70064  0.0498
H 2.84444 -0.84831 -3.15056  0.0698
C 0.72257 -5.77883 0.59661  -0.0413
C 0.09535 -5.07632 1.70911  -0.2502
N -0.45234 -4.48090 2.51450  0.1649
H 1.06036 -5.02897 -0.12040  0.0682
H 0.07277 -6.54111 0.19222  0.0903
H 1.52874 -6.27674 1.03531  0.0623
C -2.92892 1.09063 0.44026  -0.0489
C -3.36578 -0.21600 -0.03052  -0.2590
N -3.52661 -1.24169 -0.51223  0.1517
H -2.26676 0.94479 1.26820  0.0619
H -3.76354 1.74343 0.71736  0.0911
H -2.40041 1.55221 -0.39538  0.0525